ORCA calculation (ωB97M-V/def2-TZVPD) on C21H24ClMoN as an isolated structure in a non-equilibrium geometry.

Results
LUMO (spin up / spin down) ... -7.73 / -8.66 eV
Total charge ... +2
Relative energy (zero: lowest compared OMol25 entry of this formula, charge and spin) ... 7.21 kcal per mole
Orbital gap (spin up / spin down) ... 0.2533 / 0.2194 Eh
HOMO (spin up / spin down) ... -14.63 / -14.63 eV
2S+1 ... 3

```
48
C21H24ClMoN | OMol25 | ωB97M-V/def2-TZVPD
C 0.263 0.830 -6.755
C 1.646 1.389 -7.116
C 0.038 -0.520 -7.450
C -0.833 1.824 -7.161
Cl 0.189 0.578 -4.964
H 0.080 -0.390 -8.536
H -0.943 -0.935 -7.193
H 0.808 -1.244 -7.162
H 1.712 1.546 -8.198
H 2.440 0.693 -6.824
H 1.824 2.349 -6.620
H -0.803 1.988 -8.243
H -0.690 2.791 -6.666
H -1.826 1.443 -6.901
C 1.822 -1.363 1.210
C 1.038 -2.206 0.326
C 1.249 -1.727 -1.027
H 0.476 -3.089 0.626
C 2.133 -0.603 -0.971
C 2.437 -0.336 0.398
H 3.090 0.453 0.774
H 2.010 -1.559 2.260
H 0.959 -2.271 -1.925
H 2.598 -0.113 -1.827
C -2.128 1.153 0.619
C -2.190 -0.072 1.384
C -2.108 -1.179 0.450
H -2.396 -0.167 2.443
C -2.102 -0.612 -0.887
C -2.145 0.815 -0.770
H -2.299 1.520 -1.585
H -2.139 2.156 1.044
H -2.155 -2.232 0.718
H -2.275 -1.186 -1.795
Mo -0.064 -0.268 0.426
N 0.172 0.321 2.161
C 0.186 0.420 3.333
C 0.093 0.196 4.700
C -1.159 0.256 5.357
C -1.179 0.125 6.742
C 0.007 -0.091 7.448
C 1.237 -0.191 6.779
C 1.287 -0.059 5.398
H -2.070 0.442 4.785
H -2.126 0.208 7.274
H -0.018 -0.186 8.535
H 2.154 -0.352 7.329
H 2.225 -0.107 4.840
```

---

ORCA calculation (ωB97M-V/def2-TZVPD) on one molecule with the formula C21H24ClN3O5S.

Results
LUMO ... 0.64 eV
Total charge ... 0
Relative energy (zero: lowest compared OMol25 entry of this formula, charge and spin) ... 0.00 kcal per mole
Orbital gap ... 0.3416 Eh
HOMO ... -8.66 eV
SMILES ... COc1ccc(S(=O)(=O)N2CCC[C@H]2C(=O)NCC(=O)Nc2cccc(Cl)c2C)cc1

```
55
C21H24ClN3O5S | OMol25 | ωB97M-V/def2-TZVPD
C -3.900 -2.215 1.392
O -3.001 -2.607 0.376
C -1.689 -2.336 0.533
C -1.135 -1.709 1.647
C 0.225 -1.458 1.687
C 1.033 -1.832 0.634
S 2.769 -1.446 0.669
O 3.533 -2.607 0.320
O 3.070 -0.773 1.911
N 2.874 -0.299 -0.548
C 3.314 -0.729 -1.867
C 4.531 0.138 -2.185
C 4.185 1.451 -1.487
C 3.467 0.999 -0.215
C 2.310 1.911 0.187
O 1.771 2.682 -0.594
N 1.911 1.742 1.455
C 0.767 2.440 2.010
C -0.548 1.755 1.601
O -1.252 1.169 2.394
N -0.780 1.870 0.275
C -1.730 1.137 -0.465
C -1.262 0.403 -1.550
C -2.133 -0.351 -2.309
C -3.477 -0.384 -1.983
C -3.936 0.374 -0.919
Cl -5.633 0.320 -0.573
C -3.092 1.169 -0.146
C -3.608 2.053 0.942
C 0.500 -2.482 -0.467
C -0.852 -2.735 -0.518
H -3.712 -2.762 2.320
H -4.891 -2.464 1.018
H -3.843 -1.141 1.582
H -1.743 -1.390 2.476
H 0.664 -0.975 2.545
H 2.506 -0.550 -2.585
H 3.545 -1.793 -1.833
H 5.424 -0.301 -1.739
H 4.688 0.257 -3.255
H 3.486 2.037 -2.088
H 5.057 2.061 -1.264
H 4.156 0.883 0.629
H 2.308 0.960 1.970
H 0.846 2.443 3.097
H 0.774 3.467 1.631
H -0.027 2.285 -0.275
H -0.207 0.427 -1.779
H -1.769 -0.921 -3.149
H -4.170 -0.982 -2.552
H -3.394 1.620 1.919
H -4.680 2.200 0.847
H -3.108 3.019 0.901
H 1.154 -2.790 -1.266
H -1.298 -3.239 -1.360
```

---

ORCA calculation (ωB97M-V/def2-TZVPD) on C21H24CrIN4O as an isolated structure in a non-equilibrium geometry.

Results
LUMO (spin up / spin down) ... 0.05 / 0.05 eV
Total charge ... 0
Relative energy (zero: lowest compared OMol25 entry of this formula, charge and spin) ... 94.27 kcal per mole
Orbital gap (spin up / spin down) ... 0.2467 / 0.2584 Eh
HOMO (spin up / spin down) ... -6.67 / -6.98 eV
2S+1 ... 4

```
52
C21H24CrIN4O | OMol25 | ωB97M-V/def2-TZVPD
Cr -0.103 0.182 -0.131
C -1.604 -1.756 -0.673
N -1.235 -0.868 -1.747
C -2.384 -0.385 -2.476
C -0.050 -1.240 -2.478
C -0.210 -1.825 -3.730
C 0.858 -2.278 -4.490
C 2.131 -2.187 -3.966
C 2.319 -1.609 -2.719
C 1.281 -1.064 -1.961
N 1.600 -0.442 -0.684
C 2.396 0.775 -0.614
C 3.737 0.720 -1.000
C 4.572 1.828 -1.013
C 4.090 3.050 -0.591
C 2.789 3.127 -0.118
C 1.931 2.033 -0.093
N 0.623 2.207 0.486
C 0.459 1.664 1.810
C -0.051 3.473 0.325
H -2.010 -2.718 -1.028
H -2.353 -1.298 -0.024
H -0.738 -1.987 -0.069
H -2.941 -1.213 -2.935
H -2.057 0.320 -3.235
H -3.017 0.154 -1.775
H -1.216 -1.935 -4.115
H 0.682 -2.721 -5.461
H 2.984 -2.565 -4.515
H 3.314 -1.568 -2.309
H 4.132 -0.234 -1.305
H 5.595 1.723 -1.351
H 4.719 3.931 -0.593
H 2.420 4.071 0.261
H 0.981 2.248 2.586
H 0.853 0.658 1.861
H -0.602 1.629 2.082
H 0.345 4.227 1.019
H -1.110 3.309 0.509
H 0.058 3.810 -0.702
I -3.269 -0.614 5.669
C -1.907 -1.414 4.314
C -1.291 -2.632 4.547
C -0.396 -3.107 3.598
C -0.158 -2.348 2.465
N -0.752 -1.175 2.247
C -1.606 -0.715 3.151
H -1.504 -3.197 5.444
H 0.113 -4.051 3.736
H 0.542 -2.686 1.709
H -2.081 0.238 2.944
O -1.188 1.384 -0.882
```

---

ORCA calculation (ωB97M-V/def2-TZVPD) on C21H24CrN2O3S3 as an isolated structure.

Results
LUMO (spin up / spin down) ... -3.74 / -3.54 eV
Total charge ... +1
Orbital gap (spin up / spin down) ... 0.2663 / 0.2730 Eh
HOMO (spin up / spin down) ... -10.99 / -10.97 eV
2S+1 ... 2

```
54
C21H24CrN2O3S3 | OMol25 | ωB97M-V/def2-TZVPD
Cr 0.036 0.163 -0.470
C 3.630 1.062 -0.806
C 4.229 -0.049 0.050
S 3.103 -1.436 0.308
C 2.700 -1.307 2.077
C 1.217 -1.284 2.416
S 0.147 0.078 1.872
C 0.987 1.628 2.281
C 2.200 2.005 1.439
S 1.997 1.689 -0.341
H 3.488 0.719 -1.832
H 4.302 1.921 -0.844
H 4.589 0.321 1.009
H 5.108 -0.429 -0.472
H 3.219 -0.451 2.505
H 3.109 -2.191 2.568
H 1.100 -1.327 3.501
H 0.717 -2.159 1.997
H 1.255 1.603 3.338
H 0.193 2.363 2.156
H 3.081 1.462 1.765
H 2.401 3.068 1.565
C 2.173 -4.802 -1.098
O 1.220 -4.050 -0.349
C -0.022 -3.941 -0.904
C -0.775 -5.020 -1.329
C -2.072 -4.841 -1.808
C -2.630 -3.582 -1.838
C -1.883 -2.476 -1.418
C -2.493 -1.172 -1.359
N -1.905 -0.103 -0.947
N -2.725 1.023 -0.866
C -2.014 2.024 -0.476
O -0.721 1.882 -0.231
C -2.605 3.358 -0.286
C -3.984 3.537 -0.382
C -4.528 4.795 -0.196
C -3.703 5.878 0.081
C -2.330 5.704 0.172
C -1.779 4.445 -0.010
C -0.567 -2.654 -0.981
O 0.172 -1.610 -0.598
H 1.899 -5.856 -1.166
H 3.116 -4.714 -0.566
H 2.281 -4.388 -2.103
H -0.355 -6.015 -1.270
H -2.645 -5.697 -2.133
H -3.648 -3.437 -2.176
H -3.540 -1.071 -1.629
H -4.614 2.686 -0.599
H -5.598 4.934 -0.267
H -4.133 6.861 0.224
H -1.688 6.550 0.379
H -0.709 4.300 0.048
```

---

ORCA calculation (ωB97M-V/def2-TZVPD) on a 2-piece molecular cluster, C21H24F2N2S2 overall in a non-equilibrium geometry.

Results
LUMO ... -3.03 eV
Total charge ... 0
Orbital gap ... 0.1124 Eh
HOMO ... -6.09 eV

```
51
C21H24F2N2S2 | OMol25 | ωB97M-V/def2-TZVPD
C 0.299 5.029 -0.369
N -0.417 3.862 0.137
C -1.400 3.344 -0.776
C -2.235 2.241 -0.125
N -1.416 1.222 0.521
C -2.145 0.099 0.992
S -3.425 -0.489 0.079
S -1.869 -0.702 2.465
C -0.400 1.771 1.419
C 0.433 2.837 0.710
H 0.951 5.429 0.424
H 0.924 4.826 -1.255
H -0.429 5.807 -0.645
H -2.071 4.173 -1.034
H -0.947 2.964 -1.710
H -2.900 2.725 0.615
H -2.843 1.763 -0.909
H -0.872 2.238 2.300
H 0.254 0.960 1.759
H 1.068 2.364 -0.058
H 1.079 3.331 1.444
C -0.712 -6.945 8.078
C -1.373 -5.783 7.437
C -1.371 -4.537 8.050
F -0.778 -4.432 9.286
C -1.941 -3.415 7.487
C -2.452 -3.475 6.151
C -2.891 -2.353 5.399
C -2.868 -0.989 5.763
C -1.960 -0.432 6.722
C -2.049 0.901 7.042
F -1.230 1.405 8.024
C -2.945 1.775 6.439
C -2.973 3.201 6.833
C -3.793 1.254 5.447
C -3.752 -0.077 5.111
C -2.515 -4.766 5.554
C -1.990 -5.879 6.173
H -0.960 -7.849 7.525
H 0.379 -6.844 8.073
H -1.017 -7.080 9.120
H -2.019 -2.500 8.067
H -3.375 -2.589 4.447
H -1.206 -1.055 7.192
H -3.649 3.746 6.173
H -3.321 3.346 7.864
H -1.982 3.665 6.763
H -4.517 1.917 4.978
H -4.397 -0.477 4.327
H -3.009 -4.849 4.585
H -2.040 -6.854 5.697
```

---

ORCA calculation (ωB97M-V/def2-TZVPD) on an isolated ion of composition C21H24N and charge +1.

Results
LUMO ... -2.57 eV
Total charge ... +1
Relative energy (zero: lowest compared OMol25 entry of this formula, charge and spin) ... 0.00 kcal per mole
Orbital gap ... 0.3210 Eh
HOMO ... -11.30 eV
SMILES ... C[C@@H](CCc1ccccc1)[NH2+]Cc1cccc2ccccc12

```
46
C21H24N | OMol25 | ωB97M-V/def2-TZVPD
C 1.572 1.776 0.471
C 0.517 1.281 -0.505
C 0.629 1.980 -1.860
C -0.510 1.623 -2.826
C -0.500 0.184 -3.282
C 0.561 -0.311 -4.045
C 0.558 -1.620 -4.491
C -0.507 -2.456 -4.191
C -1.573 -1.975 -3.449
C -1.572 -0.665 -2.999
N 0.666 -0.199 -0.719
C -0.156 -1.092 0.154
C 0.271 -1.001 1.594
C 1.422 -1.662 1.956
C 1.920 -1.601 3.262
C 1.254 -0.871 4.205
C 0.065 -0.185 3.884
C -0.621 0.564 4.864
C -1.773 1.231 4.560
C -2.291 1.168 3.258
C -1.650 0.451 2.286
C -0.451 -0.245 2.558
H 1.505 1.258 1.424
H 1.429 2.835 0.659
H 2.572 1.641 0.062
H -0.479 1.449 -0.086
H 0.609 3.056 -1.685
H 1.594 1.745 -2.314
H -1.468 1.853 -2.356
H -0.419 2.264 -3.705
H 1.378 0.345 -4.311
H 1.378 -1.983 -5.091
H -0.514 -3.472 -4.552
H -2.415 -2.614 -3.234
H -2.420 -0.286 -2.447
H 1.654 -0.444 -0.595
H 0.388 -0.373 -1.715
H -0.014 -2.113 -0.208
H -1.203 -0.828 0.014
H 1.954 -2.254 1.223
H 2.824 -2.134 3.511
H 1.627 -0.813 5.217
H -0.215 0.594 5.864
H -2.294 1.801 5.313
H -3.208 1.688 3.027
H -2.096 0.413 1.303
```

---

no.,calculated total energy (eV)
1,-38017.516
2,-60233.288
3,-66692.621
4,-92210.473
5,-52249.193
6,-23651.539